# 1
A 8-piece molecular cluster, C32H78N5O9 overall at a distorted geometry. Source: the OMol25 dataset; level of theory: the ωB97M-V functional and the def2-TZVPD basis.

Cartesian coordinates (Å):
C1 -3.12598 -6.22116 10.89790
C2 -3.75004 -5.60798 9.68593
C3 -5.22963 -6.03785 9.56990
N1 -6.31688 -5.03443 8.84694
C4 -5.88679 -4.86119 7.30991
C5 -5.73529 -6.15498 6.58203
C6 -6.85513 -7.14286 6.69969
C7 -7.75959 -6.84196 7.87824
C8 -7.64374 -5.69054 8.71514
C9 -6.40033 -3.59134 9.45597
H1 -2.18716 -5.65083 11.22121
H2 -2.94966 -7.24907 10.63354
H3 -3.88178 -6.08573 11.67445
H4 -3.25141 -6.11251 8.78587
H5 -3.63108 -4.53001 9.64768
H6 -5.63651 -6.06665 10.57829
H7 -5.62739 -6.98922 9.15870
H8 -4.85400 -4.39059 7.29636
H9 -6.58903 -4.18270 6.81030
H10 -4.68710 -6.72921 6.60549
H11 -5.83125 -5.91259 5.54200
H12 -6.54520 -8.23720 6.35032
H13 -7.62173 -7.09596 5.89249
H14 -7.51492 -7.96707 7.92590
H15 -8.71356 -7.30911 8.01980
H16 -8.21662 -5.53589 9.63624
H17 -8.03145 -5.00655 7.97341
H18 -6.24785 -3.34643 10.53806
H19 -7.26527 -3.04198 8.96054
H20 -5.43940 -3.27809 9.07037
C10 -0.49722 -1.70237 -5.22851
C11 0.51816 -2.88599 -4.97793
C12 1.68425 -2.58903 -5.92759
N2 2.63972 -3.75224 -6.21213
C13 3.66922 -3.27717 -7.20514
C14 4.68560 -2.35369 -6.60247
C15 5.35898 -3.05877 -5.49190
C16 4.32933 -3.34016 -4.43252
C17 3.38761 -4.31125 -5.03224
C18 1.75694 -4.80566 -6.79006
H21 0.02162 -0.75842 -5.40087
H22 -1.20111 -1.61961 -4.32728
H23 -1.11493 -2.05720 -6.08474
H24 0.04152 -3.83411 -5.32150
H25 0.70340 -2.94460 -3.92558
H26 2.28030 -1.75436 -5.64505
H27 1.24565 -2.30816 -6.87676
H28 3.11456 -2.72945 -8.01507
H29 4.22813 -4.11319 -7.61979
H30 4.26944 -1.35432 -6.35861
H31 5.35963 -2.11025 -7.50417
H32 6.16205 -2.43238 -5.07797
H33 5.80865 -3.94990 -5.90386
H34 3.72983 -2.47078 -4.10662
H35 4.70523 -3.75852 -3.54339
H36 2.65073 -4.66284 -4.28309
H37 3.92109 -5.22750 -5.37458
H38 1.14787 -5.26890 -6.00104
H39 2.28621 -5.69879 -7.18277
H40 1.17483 -4.28213 -7.50786
C19 -2.15150 1.66793 0.47489
C20 -2.68254 0.40487 1.13238
C21 -3.18646 -0.55266 0.04029
O1 -3.46567 -1.76795 0.62309
C22 -3.86217 -2.79441 -0.35696
N3 -1.66104 -0.27946 1.94079
H41 -1.35117 0.34496 2.69052
H42 -2.09095 -1.13684 2.35089
H43 2.80792 -0.90983 0.42586
H44 -1.77673 2.46526 1.23652
H45 -2.96796 2.02617 -0.12698
H46 -1.27563 1.25940 -0.08304
H47 -3.58526 0.64991 1.73369
H48 -2.37532 -0.65364 -0.75506
H49 -4.08049 -0.14665 -0.45562
H50 -2.94169 -3.34596 -0.54766
H51 -4.09580 -2.28398 -1.29148
H52 -4.73346 -3.27682 0.06080
C23 4.54645 1.37744 -5.49392
C24 5.10540 2.47889 -4.62133
C25 4.70185 3.80470 -5.17511
O2 3.31151 3.77327 -5.34747
C26 2.73337 4.77438 -6.09935
N4 4.57745 2.39997 -3.19355
H53 3.59264 2.65381 -3.44218
H54 4.68100 1.45987 -2.87704
H55 3.83263 14.31104 -3.02917
H56 3.46063 1.22489 -5.48206
H57 5.09286 0.47970 -5.40937
H58 4.79428 1.64112 -6.54669
H59 6.19604 2.60154 -4.57247
H60 5.22426 3.83784 -6.14703
H61 5.02060 4.64042 -4.53606
H62 3.50460 5.21281 -6.76935
H63 2.47649 5.60433 -5.40645
H64 1.90675 4.31286 -6.63781
C27 2.25891 9.91688 -2.13970
C28 2.91833 10.62736 -0.92893
C29 3.03227 9.60218 0.15713
O3 1.70669 9.14625 0.39661
C30 1.34405 8.51584 1.59271
N5 4.29808 11.16178 -1.34741
H65 4.21905 12.08301 -1.88331
H66 4.77314 11.29904 -0.42794
H67 4.79032 10.41616 -1.85708
H68 2.74175 8.94082 -2.40506
H69 2.31768 10.63261 -2.99931
H70 1.12503 9.81233 -1.96531
H71 2.34069 11.46993 -0.59394
H72 3.58087 9.96014 1.04482
H73 3.57626 8.74703 -0.17199
H74 2.07140 8.78725 2.40526
H75 1.33925 7.41586 1.47716
H76 0.35892 8.91620 1.82994
O4 0.66068 -1.17215 0.98727
C31 1.07383 -0.62983 -0.17743
O5 0.32541 -0.22962 -1.01286
O6 2.38499 -0.58261 -0.33948
H77 -0.28839 -0.83594 1.20871
O7 4.26084 13.46326 -2.85984
C32 1.29146 2.67632 3.74082
O8 0.30269 2.08344 3.48782
O9 2.26504 3.31766 3.93086
H78 5.00633 13.51306 -3.45757

Calculated values
DFT total energy, eV: -60299.066
Strongest force on any atom, eV Å⁻¹: 7.360
Total charge: +3



# 2
C19H18CuNOSe as an isolated structure at a distorted geometry. Source: the OMol25 dataset; level of theory: the ωB97M-V functional and the def2-TZVPD basis.

Cartesian coordinates (Å):
C1 0.46230 -1.75712 1.24710
C2 -0.98879 -1.89673 0.85616
C3 -1.08644 -2.12490 -0.48898
H1 -1.76790 -1.93605 1.61743
C4 0.23796 -2.00177 -1.08894
C5 1.11776 -1.50917 -0.10649
H2 2.19765 -1.39965 -0.17880
H3 0.84116 -2.72005 1.66253
H4 -1.98332 -2.39435 -1.05142
H5 0.53448 -2.40940 -2.05014
C6 -0.99350 1.80752 -0.66221
C7 -0.59747 1.59564 0.68583
C8 0.81322 1.67503 0.75137
H6 -1.26527 1.46196 1.53529
C9 1.31931 1.90225 -0.56167
C10 0.19462 2.09324 -1.42377
H7 0.23866 2.48246 -2.44035
H8 -2.01692 1.83659 -1.04091
H9 1.40850 1.62418 1.65632
H10 2.36682 2.01451 -0.84232
Cu1 0.22989 0.03416 -1.23738
O1 -0.33804 0.12277 -2.84457
C11 -1.33603 -0.51615 -3.53430
C12 -0.26739 -0.98131 -4.47763
H11 -1.79871 -1.31662 -3.01378
H12 -2.05491 0.11164 -4.01492
H13 0.39541 -1.78922 -4.13239
H14 1.21810 -1.79354 -6.46448
C13 0.81623 -0.79376 -6.64117
C14 0.14585 -0.14999 -5.57103
C15 -0.28950 1.19159 -5.75231
H15 -0.72848 1.71973 -4.90025
C16 -0.17007 1.80227 -6.99326
H16 -0.53812 2.82170 -7.13018
C17 0.41014 1.11287 -8.07042
H17 0.46012 1.58252 -9.05596
C18 0.91824 -0.18607 -7.88349
H18 1.38266 -0.71898 -8.71561
Se1 -0.43407 0.42502 4.69769
C19 0.20703 -0.29888 3.25333
N1 0.73884 -0.72372 2.26327

Calculated values
DFT total energy, eV: -133513.368
Strongest force on any atom, eV Å⁻¹: 4.499
2S+1: 2
Total charge: -1



# 3
A 5-piece molecular cluster, C57H59BBrFO17P2 overall at a distorted geometry. Source: the OMol25 dataset; level of theory: the ωB97M-V functional and the def2-TZVPD basis.

Cartesian coordinates (Å):
C1 0.58179 3.35529 5.15866
C2 -0.88780 3.29522 4.65616
C3 -1.69348 2.09485 5.24668
C4 -1.93111 1.08908 4.08083
C5 -2.86669 -0.07505 4.47053
C6 -3.69340 -0.64387 3.31290
C7 -2.88171 -1.33641 2.19256
C8 -1.93530 -2.40710 2.68580
C9 -2.47433 -3.46928 3.38114
C10 -1.69054 -4.48883 3.85963
C11 -2.43689 -5.60618 4.59666
O1 -3.69466 -5.86274 3.90571
C12 -3.47692 -6.37769 2.66003
C13 -4.10767 -5.66265 1.47154
O2 -2.82574 -7.38336 2.46165
C14 -0.31283 -4.48580 3.70611
C15 0.54998 -5.62039 4.24788
O3 1.22594 -5.26243 5.46036
C16 0.65007 -5.73481 6.58030
C17 1.52812 -5.62886 7.81153
O4 -0.47712 -6.17398 6.66324
C18 0.24660 -3.40736 3.03584
C19 -0.55972 -2.40606 2.52509
C20 0.13665 -1.30622 1.77764
O5 -0.19648 -0.13862 1.76408
C21 1.38648 -1.71134 1.01380
C22 1.71109 -1.10364 -0.18036
F1 0.87862 -0.18444 -0.66951
C23 2.85896 -1.44696 -0.83789
P1 3.27575 -0.55448 -2.40765
C24 2.45679 -1.32649 -3.86145
C25 0.90366 -1.34936 -3.73863
C26 2.77865 1.22366 -2.30529
C27 3.34125 2.07691 -3.47145
C28 3.71427 -2.43428 -0.35694
P2 5.20830 -2.72546 -1.40969
O6 6.08370 -3.94476 -0.73689
Br1 6.48826 -0.91068 -0.91766
C29 3.36218 -3.06201 0.84001
B1 4.26088 -4.22806 1.44560
O7 4.88513 -4.03255 2.65590
O8 4.45048 -5.42312 0.75989
C30 3.69863 -6.50657 1.31275
C31 2.28896 -6.52045 0.66929
C32 2.20915 -2.68715 1.53184
C33 1.75497 -3.27535 2.84218
O9 2.47182 -3.61142 3.76063
H1 0.72795 4.17086 5.87417
H2 0.92123 2.42087 5.61505
H3 1.25559 3.57476 4.32147
H4 -0.84874 3.21067 3.56565
H5 -1.34523 4.25606 4.91330
H6 -1.00315 1.58781 5.92765
H7 -2.63001 2.40884 5.71132
H8 -2.27653 1.67036 3.22012
H9 -0.94707 0.65577 3.88396
H10 -2.26179 -0.83557 4.97792
H11 -3.58323 0.30571 5.21290
H12 -4.36958 -1.39714 3.74471
H13 -4.34995 0.12263 2.88722
H14 -2.40821 -0.56806 1.58171
H15 -3.60379 -1.84166 1.53304
H16 -3.54603 -3.50228 3.54429
H17 -2.72787 -5.31001 5.60201
H18 -1.87656 -6.53573 4.57554
H19 -4.83745 -4.93265 1.83802
H20 -3.33994 -5.17574 0.86686
H21 -4.63759 -6.37020 0.83136
H22 1.33853 -5.76522 3.50146
H23 0.00878 -6.56283 4.30262
H24 1.13824 -6.23810 8.62401
H25 1.50565 -4.58729 8.15807
H26 2.57507 -5.86030 7.60311
H27 2.78230 -0.85870 -4.79573
H28 2.78904 -2.36964 -3.92518
H29 0.46623 -1.58326 -4.70916
H30 0.65677 -2.17713 -3.06787
H31 0.53404 -0.39380 -3.36462
H32 1.68294 1.25234 -2.39384
H33 3.05385 1.58482 -1.31611
H34 3.79401 2.96710 -3.03395
H35 4.03569 1.54265 -4.12299
H36 2.49715 2.45168 -4.06211
H37 6.82357 -3.56336 -0.24032
H38 4.65253 -4.72722 3.28241
H39 3.61959 -6.39953 2.40736
H40 4.16847 -7.47643 1.13189
H41 1.92859 -7.54093 0.51782
H42 2.39167 -6.07664 -0.32565
H43 1.59365 -5.91157 1.25615
C34 -2.21014 0.68215 -4.01005
C35 -2.95766 1.77592 -4.04576
C36 -4.24158 1.79991 -4.78691
O10 -4.92926 2.79926 -4.82928
C37 -4.65556 0.54693 -5.47900
C38 -3.90108 -0.55169 -5.43684
C39 -2.61541 -0.56453 -4.69649
O11 -1.89843 -1.53969 -4.63507
H44 -1.26945 0.64976 -3.47594
H45 -2.65999 2.68604 -3.54381
H46 -5.59669 0.58181 -6.01341
H47 -4.18373 -1.47095 -5.93412
C40 2.72421 6.90543 -0.51147
C41 3.53933 5.91415 -0.86559
C42 3.21898 4.50352 -0.54008
O12 3.95502 3.59379 -0.86171
C43 1.95566 4.23766 0.19303
C44 1.14130 5.22815 0.54737
C45 1.46101 6.64005 0.22234
O13 0.71715 7.54259 0.54211
H48 2.93876 7.94170 -0.73945
H49 4.46354 6.08727 -1.40233
H50 1.73848 3.20037 0.41964
H51 0.21612 5.05408 1.08295
C46 -0.02129 6.64084 -1.31901
C47 -0.76023 5.54823 -1.13696
C48 -0.64600 4.38417 -2.04789
O14 -1.31572 3.38199 -1.88609
C49 0.31861 4.48084 -3.16503
C50 1.05671 5.56988 -3.35050
C51 0.94763 6.73734 -2.44203
O15 1.62175 7.73053 -2.60788
H52 -0.08809 7.50131 -0.66557
H53 -1.47046 5.45744 -0.32451
H54 0.38566 3.61963 -3.81852
H55 1.76403 5.65532 -4.16514
C52 -2.69649 6.35270 -8.99582
C53 -1.65545 6.47818 -8.17708
C54 -1.57237 5.70241 -6.91603
O16 -0.62490 5.81740 -6.16587
C55 -2.69195 4.78218 -6.60239
C56 -3.73387 4.65613 -7.41931
C57 -3.81769 5.43112 -8.68219
O17 -4.76437 5.31680 -9.42941
H56 -2.77661 6.90992 -9.92049
H57 -0.82863 7.14437 -8.38831
H58 -2.61341 4.22611 -5.67686
H59 -4.56057 3.99081 -7.20389

Calculated values
DFT total energy, eV: -186882.857
Strongest force on any atom, eV Å⁻¹: 3.922
Structure (SMILES): CCCCCCCc1cc(COC(C)=O)c(COC(C)=O)c2c1C(=O)c1c(F)c(P(CC)CC)c(P(O)Br)c(B(O)OCC)c1C2=O.O=C1C=CC(=O)C=C1.O=C1C=CC(=O)C=C1.O=C1C=CC(=O)C=C1.O=C1C=CC(=O)C=C1
Total charge: 0



# 4
A 2-piece molecular cluster, C7H16N2O2 overall at a distorted geometry. Source: the OMol25 dataset; level of theory: the ωB97M-V functional and the def2-TZVPD basis.

Cartesian coordinates (Å):
C1 0.68805 1.24567 1.12199
C2 -0.53873 0.41646 0.79009
C3 2.42957 -0.48019 1.51752
C4 2.01695 1.12931 -1.64495
C5 2.70756 1.05778 -0.25761
O1 3.86121 0.88457 -0.45623
N1 2.22185 0.90772 1.19727
H1 0.60253 2.16694 0.45210
H2 0.43006 1.53233 2.24522
H3 -0.67627 0.58334 -0.21861
H4 -1.40943 0.82259 1.05636
H5 1.85877 -1.06090 0.79193
H6 2.49647 1.97055 -2.13257
H7 -0.31660 -0.60464 1.05462
H8 3.55426 -0.67430 1.42755
H9 2.62386 -0.73473 2.62965
H10 2.33929 0.37552 -2.30345
H11 0.97040 1.17996 -1.74136
C6 -2.22380 -1.98491 -1.18883
C7 -3.14150 -1.28585 -0.06635
O2 -3.51633 -1.92431 0.84065
N2 -3.41756 0.08581 -0.25842
H12 -2.74217 -2.27354 -2.04592
H13 -1.77031 -2.82990 -0.57679
H14 -4.03163 0.42185 0.54359
H15 -3.69569 0.50594 -1.18173
H16 -1.32079 -1.43303 -1.59572

Calculated values
Strongest force on any atom, eV Å⁻¹: 5.372
Relative energy (zero: lowest compared OMol25 entry of this formula, charge and spin), eV: 3.828
Structure (SMILES): CCN(C)C(C)=O.CC(N)=O
Total charge: 0